Record 1
A molecular structure, C41H52Br66F3N5O6S2, computed with the ωB97M-V functional and the def2-TZVPD basis.

The geometry in XYZ format:
```
175
C41H52Br66F3N5O6S2 | the OMol25 dataset | the ωB97M-V functional and the def2-TZVPD basis
C -5.93 2.98 2.67
O -5.04 3.83 1.97
C -3.70 3.30 1.94
C -3.45 2.91 0.49
C -1.98 2.82 0.02
C -1.09 1.54 0.24
S 0.21 2.14 1.37
O 1.01 1.07 1.89
O 1.08 3.09 0.72
C -0.40 3.02 2.91
F -1.32 2.37 3.60
F -0.69 4.30 2.72
F 0.70 3.04 3.68
C -0.57 1.25 -1.23
C 0.12 2.37 -2.03
C -0.37 2.43 -3.51
C 0.78 3.08 -4.34
N 1.72 2.07 -4.87
C 0.33 0.03 -1.57
C 1.71 0.05 -0.85
C 2.76 -0.82 -1.53
O 2.06 -1.14 -0.22
N -1.87 0.76 -1.78
C -2.49 -0.04 -0.77
O -3.43 -0.77 -0.98
C -1.74 0.20 0.61
N -0.88 -0.98 0.89
C -2.78 0.08 1.76
C -3.25 -1.38 2.02
S -2.41 -2.08 3.48
C -1.25 -3.27 2.95
N -0.10 -3.32 3.47
N 0.59 -4.38 2.90
C -0.21 -4.87 2.05
O -1.40 -4.24 2.01
H -5.88 1.94 2.33
H -6.94 3.33 2.43
H -5.83 3.07 3.76
H -3.05 4.12 2.27
H -3.69 2.48 2.67
H -3.91 3.72 -0.09
H -4.01 2.03 0.18
H -2.04 3.11 -1.03
H -1.46 3.68 0.47
H -0.07 3.38 -1.64
H 1.21 2.29 -2.08
H -1.28 3.03 -3.60
H -0.46 1.41 -3.89
H 0.41 3.73 -5.13
H 1.40 3.71 -3.69
H 1.21 1.32 -5.32
H 2.21 1.63 -4.10
H -0.08 -0.97 -1.41
H 0.64 0.10 -2.61
H 2.05 0.98 -0.42
H 3.78 -0.76 -1.15
H 2.44 -1.76 -1.97
H -2.46 1.45 -2.22
H -1.08 -1.68 0.18
H 0.12 -0.79 0.84
H -3.71 0.64 1.62
H -2.34 0.40 2.71
H -3.20 -2.02 1.15
H -4.30 -1.35 2.31
H -0.08 -5.71 1.39
C 4.44 -2.83 -4.23
Br 3.20 -4.25 -3.87
Br 5.86 -3.39 -5.42
Br 3.55 -1.25 -4.89
H 4.91 -2.57 -3.29
C 2.78 4.62 5.66
Br 2.87 3.07 6.80
Br 1.79 6.05 6.49
Br 4.53 5.20 5.09
H 2.24 4.33 4.77
C -4.44 7.53 0.43
Br -3.15 6.33 1.21
Br -4.26 7.58 -1.48
Br -6.25 7.10 0.96
H -4.23 8.52 0.81
C 1.18 -7.40 -6.54
Br 1.16 -9.09 -5.60
Br 0.12 -6.07 -5.63
Br 2.97 -6.79 -6.86
H 0.72 -7.57 -7.50
C 3.37 0.21 9.76
Br 2.55 1.37 11.05
Br 5.14 -0.32 10.29
Br 2.26 -1.32 9.36
H 3.47 0.77 8.84
C -1.15 -3.10 7.98
Br -2.62 -1.85 7.82
Br -1.71 -4.76 8.79
Br -0.27 -3.36 6.29
H -0.42 -2.65 8.65
C -0.17 -8.55 9.02
Br 1.29 -7.31 9.26
Br -1.67 -8.12 10.15
Br -0.70 -8.67 7.17
H 0.19 -9.52 9.32
C -6.14 10.73 -4.05
Br -6.64 8.88 -4.16
Br -5.62 11.23 -2.26
Br -4.77 11.17 -5.34
H -7.01 11.32 -4.30
C -7.34 0.12 5.39
Br -8.11 0.25 3.63
Br -5.53 -0.53 5.33
Br -7.46 1.79 6.35
H -7.92 -0.60 5.94
C -2.53 7.02 -5.37
Br -0.97 6.56 -4.34
Br -2.18 6.90 -7.25
Br -4.08 6.00 -4.85
H -2.75 8.06 -5.15
C 6.86 -0.92 -8.23
Br 7.68 -2.11 -9.51
Br 8.02 0.55 -7.78
Br 5.13 -0.31 -8.82
H 6.70 -1.49 -7.33
C -0.12 -12.62 5.05
Br -1.06 -12.85 6.71
Br -1.12 -11.53 3.81
Br 1.65 -11.93 5.33
H -0.02 -13.60 4.60
C 4.88 -9.35 4.37
Br 3.93 -8.03 5.39
Br 5.48 -10.82 5.49
Br 3.85 -9.97 2.87
H 5.77 -8.88 3.98
C 1.07 7.94 -0.74
Br -0.23 9.32 -1.07
Br 0.28 6.38 0.04
Br 2.06 7.51 -2.34
H 1.78 8.33 -0.03
C 7.08 -7.21 -8.42
Br 6.17 -5.84 -7.42
Br 7.46 -8.75 -7.33
Br 6.13 -7.68 -10.03
H 8.03 -6.79 -8.72
C 1.37 -0.76 -10.01
Br 0.53 -2.49 -9.90
Br 0.67 0.29 -11.47
Br 1.27 0.19 -8.34
H 2.42 -0.93 -10.22
C -0.40 3.30 9.13
Br -1.16 1.57 9.50
Br -1.28 4.16 7.65
Br -0.37 4.43 10.69
H 0.63 3.14 8.84
C 7.71 -5.62 -2.65
Br 6.80 -4.56 -1.30
Br 9.40 -6.28 -2.01
Br 6.59 -7.04 -3.31
H 7.92 -4.96 -3.48
C 2.00 8.64 -6.18
Br 1.99 10.50 -6.70
Br 1.43 7.50 -7.62
Br 3.72 8.11 -5.49
H 1.29 8.53 -5.38
C -6.53 -2.35 -2.63
Br -5.91 -4.06 -3.25
Br -6.64 -1.07 -4.07
Br -8.20 -2.49 -1.68
H -5.80 -1.97 -1.93
C 0.30 8.47 12.01
Br 1.80 7.45 12.66
Br 0.24 8.51 10.08
Br -1.37 7.86 12.76
H 0.44 9.49 12.34
C 0.99 -9.25 -11.02
Br -0.16 -9.52 -9.50
Br 0.21 -8.02 -12.29
Br 2.76 -8.70 -10.50
H 1.08 -10.20 -11.52
```

As for the multiplicity: 1. The total energy is -4715710.2043 eV.

Mulliken atomic charge list, values in e, 6 entries: C -0.579; O -0.320; C -0.593; C -1.361; C -1.492; C 2.686

Record 2
A molecular structure, C41H52CoN5O5SbSi4Te, computed with the ωB97M-V functional and the def2-TZVPD basis.

The geometry in XYZ format:
```
110
C41H52CoN5O5SbSi4Te | the OMol25 dataset | the ωB97M-V functional and the def2-TZVPD basis
Co -9.91 -20.63 -8.91
O -11.58 -24.25 -8.54
C -11.18 -23.14 -8.87
O -10.30 -22.48 -8.17
C -11.49 -22.58 -10.25
C -12.08 -23.36 -11.20
C -12.28 -22.84 -12.50
C -12.05 -21.51 -12.69
C -11.54 -20.72 -11.66
N -11.28 -21.25 -10.43
H -12.42 -24.36 -10.97
H -12.75 -23.46 -13.25
H -12.28 -20.98 -13.63
H -11.48 -19.69 -11.86
O -7.20 -19.30 -9.18
C -7.23 -20.21 -10.01
C -6.07 -20.67 -10.84
C -6.71 -21.63 -11.82
C -8.13 -21.87 -11.18
O -8.87 -22.75 -11.54
N -8.38 -20.89 -10.29
H -5.39 -21.19 -10.21
H -5.60 -19.81 -11.36
H -6.25 -22.62 -11.98
H -6.90 -21.15 -12.83
C -9.05 -13.66 -7.99
Si -9.37 -13.17 -9.80
C -8.26 -11.58 -10.25
C -11.18 -12.69 -9.93
Si -8.75 -14.70 -11.41
Te -9.39 -17.08 -10.65
Si -9.78 -14.21 -13.43
C -9.57 -12.31 -13.73
C -8.82 -15.33 -14.61
C -11.65 -14.53 -13.54
Si -6.35 -14.77 -11.47
C -5.69 -14.76 -9.71
C -5.54 -13.41 -12.56
C -5.60 -16.38 -12.28
H -9.63 -12.98 -7.36
H -8.01 -13.61 -7.69
H -9.48 -14.63 -7.80
H -8.58 -10.59 -9.89
H -8.21 -11.41 -11.36
H -7.27 -11.86 -9.89
H -11.43 -11.91 -9.21
H -11.72 -13.64 -9.71
H -11.60 -12.42 -10.89
H -8.50 -12.09 -13.79
H -10.05 -11.75 -12.91
H -10.02 -11.91 -14.63
H -8.66 -16.21 -13.95
H -7.90 -14.96 -15.03
H -9.40 -15.77 -15.44
H -11.98 -14.19 -12.56
H -11.81 -15.59 -13.56
H -12.07 -13.95 -14.33
H -5.87 -13.75 -9.37
H -4.59 -14.83 -9.69
H -6.18 -15.48 -9.05
H -4.51 -13.15 -12.19
H -6.19 -12.52 -12.56
H -5.50 -13.83 -13.60
H -6.18 -17.26 -11.92
H -4.58 -16.46 -11.93
H -5.71 -16.39 -13.46
C -4.49 -19.06 -4.50
C -4.60 -18.79 -5.87
C -5.73 -19.20 -6.58
C -6.80 -19.78 -5.91
C -6.66 -20.05 -4.55
C -5.48 -19.78 -3.88
Sb -8.89 -19.83 -6.61
C -9.17 -17.77 -6.01
C -10.46 -17.17 -6.04
C -10.75 -15.90 -5.65
C -9.71 -15.10 -5.18
C -8.46 -15.61 -5.06
C -8.17 -16.91 -5.48
C -9.69 -20.79 -4.88
C -9.93 -22.14 -4.78
C -10.43 -22.73 -3.61
C -10.73 -21.89 -2.48
C -10.58 -20.53 -2.65
C -10.06 -19.94 -3.82
H -3.60 -18.76 -3.95
H -3.81 -18.22 -6.35
H -5.79 -18.95 -7.69
H -7.54 -20.46 -4.04
H -5.34 -20.19 -2.89
H -11.24 -17.77 -6.43
H -11.78 -15.59 -5.79
H -9.90 -14.08 -4.99
H -7.62 -14.99 -4.71
H -7.10 -17.27 -5.34
H -9.82 -22.82 -5.64
H -10.50 -23.76 -3.60
H -11.13 -22.27 -1.61
H -10.76 -19.87 -1.85
H -9.87 -18.85 -3.88
N -13.25 -20.60 -7.81
C -12.73 -19.46 -8.38
O -11.45 -19.35 -8.33
C -13.58 -18.56 -8.98
C -13.18 -17.26 -9.46
N -12.81 -16.22 -9.81
C -14.99 -18.75 -8.90
N -16.15 -18.71 -8.96
H -14.19 -20.89 -7.99
H -12.59 -21.25 -7.42
```

As for the multiplicity: 5. The energy above the lowest of the compared OMol25 structures with the same formula, charge and spin is 0.000 eV. The net charge is -1.

Mulliken atomic charge list, values in e, 6 entries: Co 1.113; O -0.764; C -0.097; O -0.522; C 0.531; C -0.242

Look up the multiplicity of the first one. 1